No. 1
{
  "formula": "C2H5ClN2O2",
  "method": "wB97M-V/def2-TZVPD",
  "e_tot_ev": -21746.5347,
  "gap_ev": [9.1, 8.0],
  "relative_energy_kj_mol": 351.1,
  "symbols": ["C", "C", "N", "N", "O", "O", "Cl", "H", "H", "H", "H", "H"],
  "coordinates": [[0.315123, -0.356620, -0.275580], [-0.598175, 0.302122, 0.753091], [-0.665905, -0.295793, 2.044237], [1.986822, -0.579307, 2.591089], [2.810485, 0.262411, 2.690974], [1.914694, -1.750809, 2.745191], [-0.625052, -1.941066, 2.107251], [-0.059803, -1.339131, -0.554113], [0.374375, 0.257583, -1.172150], [1.319387, -0.466213, 0.131822], [-0.290173, 1.335969, 0.942650], [-1.619065, 0.337386, 0.345323]],
  "atomic_forces_ev_per_a": [[-0.06, 0.03, 0.09], [0.14, 0.00, -0.91], [0.18, 0.41, 1.18], [-1.00, -0.01, -0.24], [0.45, -0.12, 0.17], [1.29, 0.27, 0.33], [-0.98, -0.52, -0.52], [0.06, -0.02, -0.03], [-0.02, 0.03, -0.02], [0.05, -0.03, -0.08], [-0.09, -0.09, -0.03], [-0.03, 0.06, 0.07]]
}

***

No. 2
{
  "formula": "C4H7NO",
  "method": "wB97M-V/def2-TZVPD",
  "e_tot_ev": -7796.0999,
  "gap_ev": 10.2,
  "relative_energy_kj_mol": 342.0,
  "smiles": "C[C@H]1CN1C=O",
  "symbols": ["C", "C", "C", "N", "C", "O", "H", "H", "H", "H", "H", "H", "H"],
  "coordinates": [[-1.591658, -0.141306, 0.502391], [-0.368276, -0.824895, -0.100063], [0.258936, -0.161488, -1.304374], [0.942028, -0.154749, -0.086662], [1.650913, 0.686135, 0.663535], [2.027160, 1.725180, 0.177102], [-1.724040, -0.347472, 1.567995], [-2.485096, -0.494765, -0.021750], [-1.551657, 0.951086, 0.357094], [0.304490, -1.594642, 0.280003], [0.733594, -0.752316, -2.071668], [-0.138980, 0.795533, -1.641574], [1.942586, 0.313699, 1.677977]],
  "atomic_forces_ev_per_a": [[0.24, -0.27, 0.00], [0.95, 0.50, 0.80], [0.33, 0.02, -0.40], [0.47, 0.90, 0.20], [0.12, 1.10, -0.33], [0.99, 0.84, 0.58], [0.11, -0.01, -0.14], [0.11, -0.03, 0.10], [0.19, -0.38, 0.05], [-2.74, -2.58, -0.28], [-0.08, -0.10, -0.28], [-0.27, -0.27, 0.13], [-0.41, 0.28, -0.44]]
}

***

No. 3
{
  "formula": "CuF6H40O20P",
  "method": "wB97M-V/def2-TZVPD",
  "e_tot_ev": -111840.1471,
  "gap_ev": 8.4,
  "symbols": ["Cu", "P", "F", "F", "F", "F", "F", "F", "O", "H", "H", "O", "H", "H", "O", "H", "H", "O", "H", "H", "O", "H", "H", "O", "H", "H", "O", "H", "H", "O", "H", "H", "O", "H", "H", "O", "H", "H", "O", "H", "H", "O", "H", "H", "O", "H", "H", "O", "H", "H", "O", "H", "H", "O", "H", "H", "O", "H", "H", "O", "H", "H", "O", "H", "H", "O", "H", "H"],
  "coordinates": [[25.287167, 5.358443, 18.839335], [19.725543, 4.820269, 19.034289], [20.588604, 6.042603, 18.536811], [18.473801, 5.222268, 18.057233], [20.344690, 3.930237, 17.826176], [18.823309, 3.543554, 19.551683], [20.740366, 4.355535, 20.241839], [19.051344, 5.954952, 20.119081], [23.141154, 4.800708, 17.358460], [22.883271, 3.879045, 17.374705], [22.369038, 5.260164, 17.028353], [26.292182, 3.627114, 17.456496], [26.995564, 3.046315, 17.746592], [25.989953, 3.245080, 16.632526], [26.303295, 6.099923, 23.797619], [25.523920, 6.090220, 24.353232], [26.052848, 5.594866, 23.024042], [22.468883, 2.093708, 18.747702], [22.042032, 1.820700, 17.935610], [21.747127, 2.327674, 19.331274], [23.799957, 7.363904, 15.392607], [24.212201, 6.684389, 15.926034], [23.003459, 6.953971, 15.055318], [26.763169, 5.721533, 14.142838], [27.621938, 6.137517, 14.218382], [26.526057, 5.495473, 15.042229], [23.735276, 6.831901, 20.038881], [23.204225, 6.423315, 20.722457], [23.223059, 7.590245, 19.758191], [22.705867, 4.057477, 22.503917], [22.046514, 3.386044, 22.328808], [22.736027, 4.121043, 23.458530], [25.101422, 0.458734, 18.478102], [24.615087, 1.217996, 18.799404], [25.515498, 0.763136, 17.670567], [25.456382, 9.560034, 15.459376], [24.947914, 8.756115, 15.352591], [26.117001, 9.519801, 14.767867], [26.865963, 6.641105, 20.108238], [27.143720, 5.939338, 20.696965], [27.560480, 7.296724, 20.171896], [26.285538, 4.243982, 21.664511], [27.017044, 3.684214, 21.404159], [25.526269, 3.870128, 21.217313], [26.658176, 6.350693, 17.009766], [27.090199, 5.503336, 16.902120], [27.368847, 6.990152, 16.962303], [26.023793, 9.569174, 18.131281], [25.877481, 9.385468, 17.203339], [25.694088, 8.793176, 18.584447], [24.116020, 3.483494, 20.329978], [23.467034, 3.039544, 19.784123], [23.654460, 3.670588, 21.147414], [28.901415, 2.187495, 17.965438], [28.831658, 1.484952, 17.319054], [29.809008, 2.146998, 18.266890], [29.311610, 4.234239, 20.697231], [29.268074, 4.685009, 19.853936], [29.983911, 3.563670, 20.576498], [25.468803, 2.057357, 15.294742], [24.620435, 2.374672, 14.985219], [25.893183, 1.704952, 14.512473], [27.175585, 1.580383, 20.136598], [27.868625, 1.564915, 19.476532], [26.466999, 1.063871, 19.752739], [21.677948, 9.087772, 17.136004], [20.832536, 8.742738, 16.848850], [22.321111, 8.476584, 16.776802]],
  "atomic_forces_ev_per_a": [[-0.40, 0.25, 0.32], [-4.45, 1.25, 1.78], [1.46, 0.26, -0.46], [0.78, -0.21, -0.12], [0.70, -0.55, 0.60], [0.34, 0.62, -0.36], [1.00, 0.28, -1.28], [0.54, -1.88, -0.34], [1.01, 0.19, -0.40], [-0.21, -0.27, 0.35], [-0.51, 0.23, 0.33], [-0.05, 0.75, 0.43], [0.41, -0.12, 0.50], [-0.35, -0.31, -0.61], [0.09, 0.39, 0.37], [-0.10, 0.10, 0.19], [0.12, -0.47, -0.44], [0.38, -0.29, -0.19], [-0.23, -0.16, -0.19], [-0.69, 0.26, 0.16], [-0.14, 0.05, 0.16], [0.28, -0.35, 0.31], [-0.21, 0.01, -0.31], [-0.07, -0.29, -0.44], [0.19, 0.14, -0.05], [-0.18, 0.20, 0.19], [0.63, -0.28, -0.26], [-0.24, -0.32, 0.18], [-0.22, 0.26, -0.27], [0.04, 0.10, 0.06], [-0.54, -0.06, -0.08], [0.17, 0.07, 0.27], [0.28, -0.37, 0.12], [-0.49, 0.32, 0.13], [-0.01, 0.08, -0.38], [0.42, 0.33, 0.06], [-0.60, -0.39, -0.24], [0.18, 0.11, -0.17], [-0.09, -0.19, -0.52], [-0.20, -0.53, 0.68], [0.04, 0.42, -0.14], [0.40, 0.75, 0.18], [0.41, -0.43, 0.01], [-0.24, -0.39, -0.37], [-0.40, -0.04, -0.12], [0.09, -0.65, 0.31], [0.04, 0.59, 0.20], [0.40, -0.13, 0.75], [-0.16, 0.30, -0.79], [-0.12, -0.17, 0.33], [0.72, 0.17, -0.67], [0.02, -0.09, -0.60], [-0.34, 0.43, 0.81], [-0.17, 0.13, -0.10], [0.05, -0.29, -0.30], [0.31, 0.05, 0.10], [-0.19, 0.04, 0.09], [-0.07, 0.19, -0.25], [0.18, -0.19, 0.17], [0.05, -0.02, 0.31], [-0.36, 0.10, -0.09], [0.23, -0.07, -0.24], [0.20, 0.39, 0.55], [0.22, 0.08, -0.12], [-0.44, -0.40, -0.14], [0.05, 0.18, 0.14], [-0.33, -0.09, 0.08], [0.35, -0.09, -0.17]]
}

***

No. 4
{
  "formula": "C3H4N2S",
  "method": "wB97M-V/def2-TZVPD",
  "e_tot_ev": -16989.2285,
  "gap_ev": 9.2,
  "relative_energy_kj_mol": 218.3,
  "symbols": ["C", "C", "C", "N", "N", "S", "H", "H", "H", "H"],
  "coordinates": [[-0.566719, -0.047143, -0.107107], [0.297532, 0.496758, 0.937289], [0.460255, -0.393786, -1.144434], [-1.801072, -0.228118, -0.212343], [0.054736, 0.889121, 2.076701], [1.797892, -0.012372, 0.084449], [0.711803, -1.422306, -1.580961], [0.630080, 0.294629, -1.906022], [-2.294703, -0.674001, -0.945366], [0.710195, 1.097218, 2.797795]],
  "atomic_forces_ev_per_a": [[-2.30, -1.27, -3.27], [1.70, -0.58, 1.07], [2.90, -2.28, 0.39], [-0.08, 1.29, 3.01], [-2.02, 0.54, 0.60], [0.15, 0.27, 0.11], [-1.31, 1.16, 0.87], [-0.45, 1.30, -1.45], [0.45, -0.49, -1.21], [0.96, 0.06, -0.11]]
}

***

No. 5
{
  "formula": "C6H12O",
  "method": "wB97M-V/def2-TZVPD",
  "e_tot_ev": -8464.3342,
  "gap_ev": 11.2,
  "relative_energy_kj_mol": 1.9,
  "smiles": "CC1(O)CCCC1",
  "symbols": ["C", "C", "O", "C", "C", "C", "C", "H", "H", "H", "H", "H", "H", "H", "H", "H", "H", "H", "H"],
  "coordinates": [[1.905523, -0.786116, -0.557589], [0.651719, -0.257266, 0.126345], [0.841235, -0.213797, 1.542754], [0.182533, 1.117676, -0.360911], [-1.219433, 1.245137, 0.238042], [-1.800302, -0.188215, 0.156734], [-0.592405, -1.126098, -0.086596], [2.761011, -0.123210, -0.378099], [1.756501, -0.864227, -1.640426], [2.154715, -1.777635, -0.164600], [1.309109, 0.601047, 1.756317], [0.869793, 1.924059, -0.072057], [0.142139, 1.117370, -1.456933], [-1.143885, 1.552869, 1.285622], [-1.835451, 1.987575, -0.278670], [-2.520798, -0.269951, -0.663022], [-2.336017, -0.448203, 1.074593], [-0.591228, -1.510592, -1.113962], [-0.571731, -1.981419, 0.596644]],
  "atomic_forces_ev_per_a": [[0.01, 0.00, -0.01], [-0.09, -0.02, -0.24], [0.10, 0.07, 0.19], [0.10, 0.05, -0.10], [-0.06, 0.03, 0.06], [-0.10, -0.02, -0.01], [0.00, -0.04, -0.02], [-0.14, -0.09, 0.00], [0.02, 0.01, 0.15], [-0.03, 0.15, -0.06], [0.06, -0.08, 0.04], [-0.08, -0.11, 0.03], [-0.02, -0.04, 0.09], [-0.02, -0.01, -0.15], [0.08, -0.13, 0.06], [0.08, 0.00, 0.09], [0.10, 0.04, -0.14], [-0.02, 0.05, 0.17], [0.01, 0.12, -0.13]]
}

***

No. 6
{
  "formula": "C5H7NO",
  "method": "wB97M-V/def2-TZVPD",
  "e_tot_ev": -8835.3164,
  "gap_ev": 8.5,
  "relative_energy_kj_mol": 85.5,
  "smiles": "Cn1cccc1O",
  "symbols": ["C", "N", "C", "C", "C", "C", "O", "H", "H", "H", "H", "H", "H", "H"],
  "coordinates": [[-1.797289, 0.152531, 0.479894], [-0.541238, -0.116967, -0.205636], [0.016012, -1.383712, -0.195808], [1.371260, -1.258856, -0.190640], [1.681752, 0.144115, -0.230473], [0.476219, 0.792550, -0.267463], [0.102051, 2.094530, -0.373304], [-1.743258, 1.125061, 0.978442], [-1.931941, -0.611007, 1.254332], [-2.610218, 0.128330, -0.246131], [-0.645202, -2.239461, -0.245701], [2.072026, -2.081811, -0.147911], [2.659734, 0.606110, -0.214084], [0.890093, 2.648585, -0.395512]],
  "atomic_forces_ev_per_a": [[-0.07, 0.00, -0.19], [0.13, 0.06, 0.11], [0.06, -0.05, 0.07], [0.03, -0.10, -0.01], [0.01, 0.11, -0.02], [0.01, -0.29, 0.10], [0.23, 0.10, 0.23], [-0.10, -0.14, -0.28], [-0.15, 0.16, -0.24], [-0.21, 0.10, 0.29], [0.26, 0.05, 0.25], [-0.03, 0.17, -0.17], [-0.12, -0.09, -0.17], [-0.05, -0.08, 0.04]]
}